Formula: C34H77N3O8S4
Source: the OMol25 dataset
Level of theory: ωB97M-V with the def2-TZVPD basis set

Element x y z (Å)
O  -18.52817  -17.81046  15.57402
S  -17.32358  -17.67345  16.35970
O  -17.19250  -18.10603  17.75601
C  -15.89968  -18.16384  15.30330
C  -15.49473  -16.90608  14.38921
C  -16.38083  -15.69210  14.79046
C  -16.88956  -15.87069  16.27536
H  -16.09865  -19.10264  14.78641
H  -15.09228  -18.38427  16.00160
H  -14.48640  -16.56634  14.62569
H  -15.57388  -17.05851  13.31283
H  -17.15875  -15.59957  14.03257
H  -15.84527  -14.74298  14.76991
H  -17.76233  -15.32903  16.64003
H  -16.04053  -15.72333  16.94284
O  -23.79222  -16.49316  19.79370
S  -23.15246  -17.81788  19.49559
O  -23.97557  -18.98245  19.25503
C  -22.01976  -17.68402  18.01208
C  -20.66782  -17.25543  18.57317
C  -20.48404  -18.25384  19.78784
C  -21.80970  -18.26278  20.64729
H  -22.52605  -17.05372  17.28100
H  -21.93516  -18.70407  17.63735
H  -19.82112  -17.45187  17.91545
H  -20.70042  -16.21923  18.90983
H  -19.61360  -18.09858  20.42529
H  -20.42027  -19.25621  19.36441
H  -21.89832  -17.63479  21.53378
H  -22.09458  -19.26910  20.95434
O  -15.43918  -15.31853  19.51784
S  -16.44036  -15.88576  20.44689
O  -17.86823  -15.82419  20.10728
C  -16.05298  -17.66710  20.94390
C  -16.43699  -17.72871  22.44794
C  -16.08504  -16.36426  23.16860
C  -16.05633  -15.20039  22.17708
H  -14.98791  -17.72429  20.71929
H  -16.51470  -18.38817  20.26939
H  -17.50520  -17.92587  22.53838
H  -16.02410  -18.60682  22.94446
H  -15.06447  -16.46009  23.53923
H  -16.75270  -16.20699  24.01572
H  -15.00204  -14.92382  22.18485
H  -16.66294  -14.31249  22.35535
O  -8.65176  -18.70045  12.76899
S  -9.91346  -18.10205  13.27293
O  -10.20536  -16.68814  12.97541
C  -11.43900  -19.19096  13.24277
C  -12.01575  -19.16102  14.67675
C  -11.22636  -18.16738  15.46156
C  -9.76277  -18.26267  15.04114
H  -11.17553  -20.24141  13.11930
H  -12.05245  -18.79907  12.43146
H  -13.06223  -18.85964  14.63034
H  -11.88944  -20.16837  15.07345
H  -11.37120  -18.31809  16.53133
H  -11.66226  -17.17267  15.36861
H  -9.35448  -19.26032  15.20267
H  -9.04111  -17.54572  15.43265
C  -13.67282  -9.63861  18.82806
C  -14.45593  -10.47709  17.80345
N  -13.51708  -11.11563  16.76512
C  -12.54077  -12.08800  17.27758
C  -13.14487  -13.40156  17.85311
C  -14.38197  -11.61026  15.67097
C  -13.62523  -12.23888  14.55681
H  -13.10487  -8.87631  18.29472
H  -13.01342  -10.28265  19.40987
H  -14.42349  -9.10204  19.40832
H  -14.87810  -11.27494  18.41444
H  -15.28572  -9.83267  17.51317
H  -11.73608  -12.26693  16.56444
H  -11.89919  -11.59127  18.00540
H  -13.87009  -13.93493  17.23856
H  -12.44693  -14.21827  18.03746
H  -13.68144  -13.22381  18.78509
H  -14.99668  -10.75901  15.37840
H  -15.14891  -12.28313  16.05455
H  -14.15928  -12.57859  13.66941
H  -13.13679  -13.18116  14.80509
H  -12.92241  -11.53130  14.11695
C  -20.23074  -18.19741  7.92506
C  -20.56300  -17.61404  9.29172
N  -19.42451  -17.80905  10.13536
C  -19.66051  -17.82384  11.61497
C  -18.60433  -18.61678  12.35853
C  -18.19402  -17.05551  9.79632
C  -18.31309  -15.52323  9.96256
H  -19.73482  -19.15640  8.07516
H  -19.62296  -17.53395  7.30983
H  -21.19529  -18.32654  7.43408
H  -20.81275  -16.57554  9.07437
H  -21.41935  -18.13204  9.72353
H  -19.91031  -16.83746  12.00582
H  -20.60019  -18.35246  11.77519
H  -17.74442  -17.96349  12.50639
H  -18.87415  -19.05391  13.31990
H  -18.29181  -19.37831  11.64405
H  -18.05193  -17.14142  8.71904
H  -17.39160  -17.51593  10.37271
H  -18.65050  -15.33792  10.98233
H  -19.15289  -15.17760  9.35976
H  -17.37865  -15.05660  9.65082
C  -16.86160  -24.14158  13.96312
C  -16.92643  -22.65098  14.40951
N  -15.76235  -22.09846  15.17533
C  -14.50153  -22.19609  14.46152
C  -14.43031  -21.63841  13.10435
C  -15.64470  -22.80238  16.50138
C  -15.08830  -21.84001  17.46295
H  -17.81320  -24.47274  13.54732
H  -16.76281  -24.77241  14.84652
H  -16.17332  -24.44103  13.17272
H  -17.08187  -22.01067  13.54121
H  -17.80843  -22.39846  14.99806
H  -13.75567  -21.60133  14.98884
H  -14.17904  -23.23728  14.46769
H  -14.44786  -20.54948  13.05933
H  -13.47872  -22.00297  12.71746
H  -15.20366  -21.96244  12.40790
H  -15.05600  -23.70882  16.36033
H  -16.53080  -23.26517  16.93582
H  -14.14429  -21.45082  17.08155
H  -14.95583  -22.28997  18.44686
H  -15.73465  -20.96315  17.50102

Atomic forces in eV per Å
O -0.16 -0.67 0.53
S 1.54 2.34 0.06
O -0.37 -0.31 -1.57
C 0.53 0.63 -0.22
C -0.61 0.03 1.50
C -0.90 0.12 0.75
C 0.39 -1.48 -1.17
H -0.33 0.16 -0.14
H -0.02 0.08 0.12
H 0.26 -0.63 -0.06
H -0.01 -0.36 0.20
H -0.47 0.00 0.46
H 0.28 -0.13 -0.16
H 0.09 0.12 -0.33
H -0.13 0.01 0.23
O 1.59 -2.85 -0.37
S -0.06 2.07 -1.14
O -0.22 0.22 0.42
C -0.32 0.11 0.71
C -0.12 -0.93 1.23
C -1.35 0.51 0.28
C -0.12 -0.11 -0.37
H 0.21 0.11 0.11
H -0.25 0.00 -0.06
H -0.28 0.35 -0.23
H 0.24 -0.01 -0.03
H -0.02 0.31 -0.23
H 0.22 -0.02 -0.06
H 0.41 0.32 -0.26
H 0.14 -0.02 -0.02
O -1.44 -0.93 1.13
S 0.26 -0.38 0.05
O 1.59 0.28 0.60
C 0.26 1.30 0.17
C -0.38 0.38 -0.54
C -0.18 -1.15 -0.36
C 0.28 -0.55 -0.90
H 0.21 -0.02 0.46
H -0.49 0.36 0.11
H -0.20 0.32 -0.28
H 0.55 0.24 -0.01
H -0.14 -0.04 0.27
H 0.02 0.00 -0.12
H -0.21 0.49 -0.81
H -0.20 -0.33 0.03
O -2.47 0.64 -0.24
S 2.70 0.31 0.66
O -0.31 -2.15 -0.11
C 0.56 0.15 -0.24
C -0.23 0.22 -1.18
C 0.21 0.83 2.04
C -0.74 0.13 -0.01
H 0.48 0.35 -0.94
H -0.14 -0.20 0.18
H -0.08 -0.34 0.22
H -0.29 0.11 0.18
H 0.26 -0.41 0.16
H 0.41 0.26 -0.62
H -0.10 -0.10 0.05
H -0.33 0.20 -0.13
C -0.25 0.02 -1.02
C 2.26 -1.06 1.20
N -1.60 1.11 -0.14
C -0.29 -0.27 0.48
C -0.05 -0.06 0.11
C -0.41 0.25 0.95
C 0.65 -0.42 -1.45
H 0.27 -0.04 0.09
H -0.08 0.37 0.26
H 0.26 -0.18 0.53
H -0.54 -0.33 -0.18
H 0.27 -0.39 -1.30
H -0.60 -0.30 -0.79
H -0.53 0.10 0.65
H -0.22 0.55 -0.55
H 0.60 0.40 0.22
H 0.11 0.06 0.09
H 0.32 0.20 -0.48
H -0.10 -0.63 0.25
H -0.98 0.37 0.17
H 0.46 0.26 0.55
H 0.44 -0.08 0.34
C -0.81 -0.22 0.00
C 0.72 -0.02 -0.75
N 1.26 0.11 2.16
C -1.47 -0.53 -0.95
C 0.81 0.64 -0.62
C -1.43 0.37 -0.68
C -0.58 -1.07 0.57
H -0.03 -0.01 -0.28
H 0.04 -0.08 0.06
H 0.15 -0.22 -0.45
H -0.40 0.46 0.54
H 0.02 0.11 0.04
H 0.55 0.35 0.29
H -0.21 -0.19 -0.30
H 0.28 -0.13 0.32
H -0.28 0.23 -0.18
H 0.06 -0.33 0.23
H 0.50 -0.76 0.08
H 0.20 0.28 -0.27
H 0.63 0.55 0.19
H 0.24 0.14 -0.34
H -0.18 0.30 0.35
C -0.88 0.18 0.60
C 0.73 0.44 -0.55
N -1.79 -1.12 0.31
C -0.10 -0.15 1.33
C -0.18 0.23 -1.70
C -0.03 -0.40 -1.42
C 0.72 0.81 0.59
H -0.35 0.39 0.02
H 0.45 -0.15 -0.05
H 0.55 0.46 0.33
H 0.25 -0.03 -0.26
H -0.03 -0.62 0.27
H 0.10 -0.34 0.59
H 0.31 -0.29 -0.16
H 0.08 0.11 0.20
H 0.08 0.29 -0.36
H -0.03 -0.26 0.07
H 0.76 -0.02 0.06
H -0.85 0.63 -0.64
H 0.29 -0.11 0.30
H 0.11 0.22 0.09
H -0.22 -0.09 0.34

**Kohn-Sham gap**: 0.3011 Ha
**E_LUMO**: 0.0028 hartree
**HOMO energy**: -8.12 eV